Molecular formula: C2H5N2O
Method: DFT, ωB97M-V/def2-TZVPD

Last column: Mulliken charge in e.
Cartesian coordinates (Å):
C (-1.4951, 0.4296, -0.9956)  -0.1578
C (0.6322, -0.0713, -0.0616)  0.6639
N (-0.3406, 0.0257, -0.8227)  -0.2167
N (1.8541, 0.1165, 0.2069)  -0.3391
O (-0.2776, -0.8909, 1.7915)  -0.4787
H (-2.2646, 0.9771, -0.4623)  0.3141
H (-1.9828, 0.1575, -1.9110)  0.2817
H (2.6622, 0.5214, -0.3957)  0.3226
H (2.3099, -0.0500, 1.1072)  0.3082
H (-1.0977, -1.2156, 1.5434)  0.3018

Properties
Charge: +1
HOMO-LUMO gap (spin up / spin down): 8.071 / 9.449 eV
HOMO level (spin up / spin down): -14.68 / -16.23 eV

Molecular formula: ClH2NOS
Method: DFT, ωB97M-V/def2-TZVPD

Last column: Mulliken charge in e.
Cartesian coordinates (Å):
N (-0.2432, 0.3488, -1.2699)  -0.4061
O (-0.6919, 0.4357, 1.2678)  -0.3845
S (-0.2129, -0.8859, 0.4176)  0.3250
Cl (2.0359, -0.9344, 0.8380)  -0.1917
H (-0.2456, -0.2611, -2.0443)  0.2516
H (-0.6422, 1.2969, 0.7908)  0.4058

Properties
Charge: 0
HOMO-LUMO gap (spin up / spin down): 6.301 / 8.587 eV
HOMO level (spin up / spin down): -7.68 / -10.42 eV
Multiplicity: 3

Molecular formula: C4H8N4O2
Method: DFT, ωB97M-V/def2-TZVPD

Last column: Mulliken charge in e.
Cartesian coordinates (Å):
C (-2.3320, 0.4184, -0.3222)  -0.0042
C (-1.2594, -0.1975, 0.0126)  -0.3412
C (-2.9056, 1.7279, 0.3433)  -0.9739
C (3.3212, -1.2691, 0.2330)  -0.6436
N (1.6712, 1.7374, 0.3045)  -0.5332
N (2.3074, 0.8211, 0.4394)  1.0022
N (3.2004, 0.0648, 0.7472)  -0.6831
N (-0.7678, -1.2906, -0.7760)  0.8432
O (0.4445, -1.2998, -0.7293)  -0.5290
O (-1.4321, -1.9730, -1.5502)  -0.5566
H (-2.9971, 0.0972, -1.1404)  0.3287
H (-0.4703, 0.1095, 0.6838)  0.3424
H (-3.6917, 1.5070, 1.2135)  0.2460
H (-3.3148, 2.3977, -0.3751)  0.3379
H (-1.9930, 2.1811, 0.8647)  0.2657
H (3.6027, -1.3926, -0.8760)  0.2675
H (4.1458, -1.7776, 0.6505)  0.3636
H (2.4707, -1.8619, 0.2766)  0.2675

Properties
Charge: 0
HOMO-LUMO gap: 8.989 eV
HOMO level: -9.39 eV

Molecular formula: C19H19BClF3N2O4
Method: DFT, ωB97M-V/def2-TZVPD

Last column: Mulliken charge in e.
Cartesian coordinates (Å):
O (3.5499, 0.0660, 0.2882)  -0.8331
F (-7.1216, -0.6197, -3.6057)  -0.2522
F (-7.2835, 1.4465, -4.1616)  -0.2775
F (-7.3000, 1.0367, -1.9590)  -0.2255
Cl (3.1120, -4.5023, 5.5391)  -0.2240
N (-3.1499, 0.5091, -2.0399)  -0.3655
O (5.1682, 0.4848, 2.4350)  -0.7971
O (4.9114, 0.7928, 4.7706)  -0.4965
O (-1.2813, 1.3499, -3.2132)  -0.4230
B (4.6003, 0.1612, 3.6563)  0.7467
C (2.3874, 0.1535, 0.6820)  1.0522
C (-4.4845, 0.4954, -2.0272)  -0.8143
C (-2.6145, 1.1266, -3.1638)  0.5975
C (-3.4070, 1.5782, -4.2467)  -0.9284
C (1.7665, -3.0186, 3.5781)  -0.8872
C (3.6105, -2.0533, 4.7251)  -0.9099
C (-4.7206, 1.3063, -4.2035)  0.1122
C (1.5264, -1.8611, 2.8699)  -0.0833
C (2.8019, -3.0912, 4.5477)  0.3637
C (3.4989, -0.9857, 3.8612)  0.3328
C (-5.2883, 0.7924, -3.1104)  0.0994
C (2.4294, -0.8460, 2.9633)  0.9942
N (1.2768, -0.0670, -0.1764)  0.3599
C (-6.7810, 0.6673, -3.1377)  0.7899
C (2.1826, 0.3742, 2.1685)  -2.0265
C (1.6109, -0.3665, -1.5461)  -0.6077
C (-0.1470, 0.1320, 0.2192)  -1.0325
C (0.8942, 0.5554, -2.5423)  -1.0521
C (-0.7987, 1.2209, -0.7087)  -0.5275
C (-0.6246, 0.7143, -2.1435)  0.3129
H (4.5349, 0.3637, 1.6686)  0.4342
H (5.6722, 1.3185, 4.6625)  0.2966
H (-4.8637, 0.0765, -1.1395)  0.4538
H (-2.9488, 1.9699, -5.1552)  0.4113
H (1.1088, -3.8558, 3.5469)  0.4156
H (4.4974, -2.1628, 5.3406)  0.3936
H (-5.3014, 1.6453, -5.0925)  0.3822
H (0.6153, -1.8685, 2.2710)  0.3367
H (2.8021, 1.2454, 2.5556)  0.3918
H (1.1895, 0.7571, 2.2758)  0.4043
H (2.7658, -0.3084, -1.6458)  0.3325
H (1.2737, -1.4216, -1.7698)  0.2923
H (-0.7356, -0.8120, 0.2184)  0.2444
H (-0.2156, 0.4236, 1.2609)  0.6597
H (1.2786, 1.5712, -2.5656)  0.3389
H (1.0113, 0.2081, -3.5437)  0.4272
H (-1.8728, 1.4849, -0.5107)  0.3127
H (-0.1319, 2.1046, -0.4890)  0.2527
H (-1.0047, -0.2918, -2.2068)  0.2223

Properties
Charge: 0
Structure (SMILES): O=C(Cc1ccc(Cl)cc1B(O)O)N1CCC(Oc2ccc(C(F)(F)F)cn2)CC1
HOMO-LUMO gap: 9.359 eV
HOMO level: -8.96 eV

Energy above the lowest of the compared OMol25 structures with the same formula, charge and spin (kJ/mol)
562.8 197.7 618.2 21.1